Density functional theory data (ωB97M-V with the def2-TZVPD basis set) for a 2-piece molecular cluster, C4H13NO overall in a non-equilibrium geometry.

Last columns: bonded neighbours and bond lengths (Å).
Element x y z (Å)
1 C -1.771 -1.608 0.736  C2 1.521, H6 1.092, H7 1.091, H8 1.102
2 C -1.361 -2.515 -0.414  C1 1.521, O3 1.426, H9 1.092, H10 1.089
3 O -0.490 -1.854 -1.331  C2 1.426, C4 1.420
4 C -0.335 -0.448 -1.443  O3 1.420, C5 1.527, H11 1.086, H12 1.089
5 C -1.424 0.206 -2.290  C4 1.527, H13 1.097, H14 1.083, H15 1.095
6 H -1.033 -1.266 1.464  C1 1.092
7 H -2.229 -0.693 0.360  C1 1.091
8 H -2.577 -1.958 1.399  C1 1.102
9 H -2.221 -2.730 -1.052  C2 1.092
10 H -0.839 -3.394 -0.036  C2 1.089
11 H 0.602 -0.343 -1.982  C4 1.086
12 H -0.351 0.010 -0.454  C4 1.089
13 H -1.079 1.238 -2.426  C5 1.097
14 H -2.469 0.120 -2.018  C5 1.083
15 H -1.262 -0.176 -3.304  C5 1.095
16 N 4.671 3.565 3.125  H17 1.009, H18 1.023, H19 1.013
17 H 4.400 3.714 4.086  N16 1.009
18 H 5.613 3.963 3.083  N16 1.023
19 H 4.156 4.169 2.496  N16 1.013

Properties
* relative energy (zero: lowest compared OMol25 entry of this formula, charge and spin): 128.69 kJ/mol
* SMILES: CCOCC.N
* net charge: 0
* molar mass: 91.2 g/mol

Atomic partial charges in e from the Löwdin method, atoms 1 to 5:
1. C -0.1012
2. C -0.2359
3. O -0.1830
4. C -0.2783
5. C -0.0815